Formula: C35H30N2O8S5TeZr
Source: OMol25
Level of theory: the ωB97M-V functional and the def2-TZVPD basis

Kohn-Sham gap ... 0.19530 Eh

The geometry in ORCA input format:
```
! wB97M-V def2-TZVPD RIJCOSX def2/J DEFGRID3
* xyz -2 1
Zr -0.07921 0.27013 0.08558
S -1.75885 2.19993 -0.51182
C -2.96412 2.52059 0.71264
C -3.88227 3.58211 0.55560
C -4.84793 3.87200 1.49791
C -4.95765 3.12179 2.66822
C -4.07886 2.06704 2.85496
C -3.11195 1.76239 1.90328
S -2.05862 0.34856 2.16859
C -3.09091 -0.90318 1.32597
C -1.99784 -2.11053 1.12526
C -2.17224 -3.47352 0.83027
C -1.06924 -4.29194 0.84406
C 0.21305 -3.79496 1.14053
C 0.31807 -2.46728 1.45419
C 1.63843 -1.73596 1.80696
S 2.38916 -0.72308 0.43497
C 3.17887 0.55164 1.41295
C 4.56705 0.46184 1.51127
C 5.31278 1.40860 2.19048
C 4.64234 2.47342 2.78520
C 3.26980 2.57834 2.68980
C 2.48238 1.63403 2.00234
S 0.75811 1.91689 1.94931
N -0.77430 -1.65706 1.47276
H -3.79636 4.19129 -0.33620
H -5.51772 4.70941 1.33114
H -5.70200 3.36057 3.41781
H -4.12984 1.46740 3.75759
H -3.54425 -0.45835 0.41333
H -3.91121 -1.20236 1.98462
H -3.15609 -3.85140 0.58423
H -1.18896 -5.34122 0.59943
H 1.08170 -4.43759 1.12833
H 2.38979 -2.46495 2.11300
H 1.43698 -1.06669 2.64400
H 5.06560 -0.36760 1.02176
H 6.39127 1.32648 2.24325
H 5.19801 3.23934 3.31536
H 2.75841 3.42136 3.13671
C -4.65563 -1.17345 -1.69988
Te -2.47078 -1.30811 -1.41695
C -2.70285 -3.09383 -2.60599
C -4.15835 -3.29656 -2.92392
C -4.57478 -4.40014 -3.67140
C -5.90938 -4.58603 -3.99049
C -6.85299 -3.65555 -3.56796
C -6.44574 -2.55545 -2.83196
C -5.10328 -2.36705 -2.49677
H -4.84323 -0.24796 -2.24020
H -5.18889 -1.15574 -0.74410
H -2.30828 -3.94540 -2.03941
H -2.12936 -2.97365 -3.52191
H -3.83331 -5.11691 -4.00686
H -6.21454 -5.44845 -4.57134
H -7.89968 -3.78738 -3.81574
H -7.17695 -1.82450 -2.50404
C 1.93745 -3.97043 -1.76345
S 1.41503 -2.35173 -2.30712
O 2.62554 -1.71185 -2.78037
O 0.38346 -2.61200 -3.29164
O 0.88803 -1.71075 -1.08368
H 2.34567 -4.47763 -2.63586
H 1.07517 -4.51038 -1.37719
H 2.70130 -3.86102 -0.99418
O 1.61859 3.91696 -0.65713
C 1.87357 2.85853 -1.23069
O 1.40077 1.69880 -1.07866
C 2.94182 2.90061 -2.34128
C 3.57527 4.10361 -2.63898
C 4.54284 4.17063 -3.62469
C 4.86686 3.00766 -4.31022
C 4.25118 1.79419 -4.03540
C 3.28380 1.74763 -3.04449
N 5.89070 3.06976 -5.35363
O 6.42370 4.14601 -5.58315
O 6.17487 2.04765 -5.95436
H 3.28493 4.97873 -2.07229
H 5.04284 5.09711 -3.86514
H 4.52489 0.90681 -4.58658
H 2.78108 0.81874 -2.80284
O -0.47722 0.35627 -1.70422
*
```